DFT (the ωB97M-V functional and the def2-TZVPD basis) results for a 10-piece molecular cluster, C17H47B3F9IO14S overall in a non-equilibrium geometry.

XYZ file:
```
92
Properties=species:S:1:pos:R:3:forces:R:3:mulliken_charge:R:1
O -4.017 0.455 3.486 -1.320 3.271 -8.618 -0.54
C -4.154 0.989 2.240 2.763 -1.056 7.221 0.17
I -5.741 0.395 0.852 1.015 0.231 0.826 0.03
C -3.042 2.127 1.725 -0.612 -0.789 -1.066 0.42
B -1.698 1.229 1.286 0.522 0.632 0.597 -0.12
O -1.020 0.520 2.407 -1.715 -2.130 -4.094 -0.11
B -0.999 -0.906 1.943 0.948 0.561 -0.216 0.09
C -1.499 -2.197 2.831 0.308 -0.198 -0.823 -0.42
C -2.016 -3.437 1.849 -0.808 -0.222 1.821 -0.38
O -2.959 -2.999 0.801 0.572 0.829 1.365 -0.38
O -0.513 -1.167 0.572 -2.967 2.303 0.020 -0.15
B -1.193 -0.301 -0.411 0.802 0.831 -0.108 0.26
C -1.825 -0.834 -1.869 0.261 -0.013 1.124 -0.35
C -0.672 -1.756 -2.572 -0.512 -1.328 -0.420 -0.56
C -0.182 -1.242 -4.063 -3.116 -1.573 -0.164 0.62
F -1.459 -0.834 -4.766 3.929 -0.946 1.759 -0.32
F 0.327 -2.392 -4.873 -0.949 3.905 2.374 -0.29
C 0.764 0.083 -4.066 -3.390 3.421 -2.412 0.72
F 0.567 0.742 -5.411 0.815 -2.223 4.362 -0.27
F 0.347 1.132 -3.070 0.753 -3.974 -3.525 -0.18
S 2.592 -0.172 -3.862 4.684 2.430 0.718 1.37
F 2.868 1.395 -4.579 -0.529 -3.459 1.359 -0.34
F 2.473 0.675 -2.337 1.016 -2.273 -2.696 -0.38
F 2.451 -1.642 -3.006 0.045 2.505 -1.979 -0.31
F 2.808 -0.919 -5.387 -0.845 1.294 3.517 -0.34
F 4.293 -0.272 -3.639 -3.714 0.166 -0.502 -0.29
O -1.303 1.156 -0.135 -0.995 -3.368 3.096 -0.36
H -3.462 2.658 0.750 0.755 -0.998 2.341 0.05
H -2.729 2.875 2.568 -1.024 -1.487 -1.425 -0.04
H -0.552 -2.612 3.399 -2.009 0.884 -0.684 0.28
H -2.358 -1.822 3.536 1.764 -0.983 -1.071 0.27
H -1.130 -4.054 1.395 -1.808 1.536 0.552 0.29
H -2.633 -4.161 2.563 1.437 1.300 -1.458 0.25
H -3.600 -2.345 1.209 1.005 -1.338 -0.436 0.23
H -2.194 0.082 -2.495 0.760 -1.939 1.095 0.26
H -2.744 -1.527 -1.556 1.956 1.460 -0.919 0.24
H 0.207 -1.941 -1.814 -1.452 0.494 -1.837 0.11
H -1.165 -2.828 -2.754 1.338 2.374 0.070 0.40
C -2.570 6.172 3.365 0.151 0.028 0.111 -0.38
O -2.158 4.819 3.417 0.469 -0.246 0.199 -0.43
H -3.472 6.245 2.753 0.059 -0.159 0.109 -0.04
H -2.789 6.526 4.376 -0.103 0.239 -0.131 0.29
H -1.779 6.778 2.919 -0.096 0.241 0.011 0.28
H -1.356 4.785 3.967 -0.457 -0.106 -0.294 0.26
C 5.780 -3.132 -5.066 -0.122 0.147 -0.003 -0.33
O 5.221 -4.123 -4.223 -0.384 -0.076 0.445 -0.55
H 6.691 -3.525 -5.522 -0.175 -0.028 0.125 0.28
H 5.064 -2.874 -5.851 0.172 0.164 -0.127 0.18
H 6.024 -2.245 -4.475 0.125 0.129 -0.237 0.14
H 4.414 -3.745 -3.833 0.412 -0.314 -0.166 0.31
C 5.836 -1.780 -1.548 0.258 -0.083 -0.040 -0.14
O 5.906 -3.010 -0.850 0.194 -0.524 -0.170 -0.45
H 5.455 -1.010 -0.874 0.119 -0.304 -0.160 0.28
H 6.835 -1.499 -1.892 -0.020 0.181 -0.198 0.43
H 5.161 -1.882 -2.401 0.117 0.175 0.067 -0.39
H 6.247 -3.674 -1.472 -0.228 0.295 0.319 0.27
C -5.497 -4.943 -0.093 0.020 -0.206 0.043 -0.49
O -5.700 -4.755 1.296 -0.085 -0.295 0.491 -0.50
H -5.431 -3.966 -0.577 0.011 -0.136 0.178 0.15
H -4.566 -5.491 -0.255 -0.004 0.072 -0.275 0.23
H -6.338 -5.500 -0.513 0.056 0.014 -0.246 0.32
H -5.755 -5.638 1.699 0.013 0.581 -0.155 0.29
C -6.124 5.790 0.829 0.104 -0.108 -0.187 -0.71
O -5.257 4.691 0.618 0.344 -0.157 -0.134 -0.30
H -6.815 5.547 1.640 0.153 -0.034 -0.112 0.23
H -5.538 6.670 1.105 -0.222 0.233 0.030 0.26
H -6.692 5.989 -0.083 -0.125 0.227 0.123 0.28
H -4.657 4.936 -0.107 -0.222 -0.152 0.211 0.35
C 5.392 -3.354 2.000 0.123 0.018 -0.120 -0.24
O 5.112 -3.264 3.385 0.163 -0.176 0.833 -0.51
H 4.602 -2.843 1.444 0.216 -0.138 0.140 -0.12
H 6.351 -2.875 1.789 -0.081 -0.068 -0.280 0.28
H 5.423 -4.404 1.701 0.045 0.062 -0.279 0.26
H 5.829 -3.726 3.851 -0.507 0.328 -0.175 0.28
C 2.735 -0.529 0.900 -0.233 -0.030 -0.072 -0.37
O 3.471 -1.372 0.033 -0.315 -0.123 -0.364 -0.26
H 3.238 -0.490 1.869 0.074 -0.058 -0.191 0.19
H 2.685 0.477 0.476 -0.130 0.142 0.213 0.36
H 1.727 -0.931 1.032 0.061 0.243 0.157 0.11
H 3.000 -1.388 -0.818 0.346 -0.038 0.476 0.07
C 2.364 0.969 4.333 0.077 -0.199 -0.126 -0.32
O 2.434 -0.260 5.032 0.078 -0.441 -0.124 -0.53
H 1.983 1.740 5.007 0.045 -0.194 -0.038 0.27
H 3.363 1.251 3.989 -0.049 0.251 -0.100 0.31
H 1.689 0.867 3.480 -0.031 0.292 -0.085 -0.03
H 2.775 -0.924 4.409 -0.105 0.238 0.451 0.33
C -1.958 6.920 -1.092 0.136 0.102 0.057 -0.65
O -3.062 6.181 -0.604 -0.376 -0.137 0.564 -0.46
H -1.890 6.785 -2.174 -0.090 -0.035 0.209 0.24
H -2.100 7.981 -0.868 0.193 0.051 -0.132 0.28
H -1.040 6.558 -0.624 0.123 0.135 -0.146 0.25
H -3.096 6.321 0.358 0.020 -0.157 -0.460 0.22
```
Forces are in eV/Å.

Values from the calculation:
**Frontier orbital gap**: 6.9 eV